Density functional theory data (ωB97M-V with the def2-TZVPD basis set) for the molecule C16H20N8OS in a non-equilibrium geometry.

XYZ file:
```
46
Properties=species:S:1:pos:R:3:forces:R:3
C 1.5668 1.0171 -3.2418 0.42 -0.49 -0.73
C -3.1203 -0.2990 -1.6771 0.82 -0.37 0.21
C 4.3560 2.4124 1.3583 0.60 -0.45 -0.19
C 0.2245 0.7404 -3.9588 1.15 -0.14 0.97
H -1.5697 -1.8313 4.6106 0.19 0.05 -0.79
C 0.0598 -0.4705 1.3761 0.26 0.60 0.73
C 2.5084 1.5020 2.1957 1.18 0.52 -0.37
H -0.1258 0.1935 4.6929 0.03 0.01 -0.08
H -1.3759 -3.5074 0.4907 -0.29 0.20 0.01
S 3.7241 0.3081 2.6794 -0.38 1.10 -0.66
C -0.9157 0.3646 -3.0375 1.44 -0.43 -0.67
H 4.9559 3.1655 0.8133 -0.74 -0.44 0.38
H 2.2301 1.8268 -3.5664 -0.59 -0.16 0.05
C 4.9208 1.2896 1.8913 0.25 0.09 0.13
H 0.5323 -2.5486 1.7572 -0.22 0.12 -0.07
N -2.0586 0.9414 -3.4184 1.69 -0.32 -0.35
H 1.8651 -0.1027 -5.1941 -0.12 -0.01 0.61
C -0.9998 -2.5122 0.2457 -0.46 -0.01 0.24
H 0.8858 -0.4120 0.6591 0.01 0.04 0.15
C -1.8712 -0.7789 -1.3769 -0.10 -1.14 0.95
O -1.3316 -2.0932 2.5500 0.52 -0.18 0.83
C -3.1102 0.5681 -2.7850 -3.20 0.62 0.76
H -0.0063 1.3761 -4.8341 -0.18 -0.42 0.95
H 1.6482 0.8010 -2.1605 -0.36 0.04 -0.82
N 2.9955 2.5132 1.5013 -0.40 -0.79 0.78
H 0.9545 2.0005 3.6370 0.26 -0.94 -1.04
C -0.5056 -0.1626 3.7312 0.34 -0.29 -0.02
H 0.5338 2.1073 1.9222 0.01 -0.03 0.02
C 1.0771 1.4710 2.6357 -1.32 -0.57 0.50
H 5.9885 1.0350 1.8611 -0.73 -0.02 0.08
N -0.7278 -0.4964 -2.0247 0.04 0.45 -0.55
C 1.4314 -0.1773 -4.1877 -0.06 0.41 0.70
H -1.4513 0.3422 3.5249 -0.28 0.16 -0.01
N -4.0583 -0.8820 -0.8587 0.50 -0.71 0.67
H -0.2149 -2.6788 -0.5103 -0.50 0.52 0.01
N -2.1061 -1.6866 -0.3420 1.57 0.56 -0.90
H 0.0476 -2.2247 4.1377 1.05 -0.60 -0.16
N 0.4855 0.0928 2.6926 0.87 0.04 -0.36
H -4.1932 1.4372 -4.1842 -0.38 -0.02 0.44
C -0.3630 -1.9407 1.5252 -0.35 0.43 -0.28
H -0.7647 0.1338 0.9618 -0.04 -0.17 0.07
H 1.5029 -1.1653 -3.7185 -0.41 0.41 -0.28
C -0.8026 -1.6688 3.8212 -1.59 1.35 -0.18
N -4.2645 1.1260 -3.2172 -1.80 -0.92 0.05
H -5.1128 0.5878 -2.9266 0.97 1.02 -0.63
N -3.4445 -1.7144 -0.0515 0.36 0.89 -1.17
```
Positions in Å, forces in eV/Å.

Results
gap between HOMO and LUMO = 9.30 eV
max |F| = 3.3 eV/A
SMILES = Nc1nc(C2CC2)nc2c1nnn2C[C@H]1CN(Cc2nccs2)CCO1
lowest unoccupied orbital energy = 0.55 eV
electronic energy = -41718.251 eV